Entry 1:
The following is a DFT calculation (wB97M-V/def2-TZVPD) of the molecule C4H5NO at a distorted geometry.

Geometry as XYZ:
```
11
Properties=species:S:1:pos:R:3:nbo_charge:R:1
O 0.98696 2.09045 -0.04334 -0.6851
C 0.38355 0.81826 -0.08581 0.2113
C -0.70139 0.40208 0.78216 -0.3732
C -0.94375 -0.90692 0.34481 -0.0548
N -0.15116 -1.20709 -0.65568 -0.4841
C 0.71915 -0.22259 -0.93055 -0.1595
H 1.19045 2.20832 0.88332 0.4725
H -1.04270 1.01703 1.69183 0.2322
H -1.65699 -1.54898 0.71925 0.2019
H -0.14185 -2.27329 -0.94052 0.4220
H 1.35773 -0.37727 -1.76547 0.2167
```

Output
**SMILES string**: Oc1cc[nH]c1
**Multiplicity**: 1

Entry 2:
The following is a DFT calculation (wB97M-V/def2-TZVPD) of the molecule C14H14N2O3S at a distorted geometry.

Geometry as XYZ:
```
34
Properties=species:S:1:pos:R:3:nbo_charge:R:1
C -4.77991 -1.26277 1.81525 -0.6097
C -5.26354 -0.32362 0.71795 -0.4059
C -4.50600 -0.53234 -0.59444 -0.2216
N -3.09512 -0.26194 -0.45154 -0.4533
C -2.11922 -1.23820 -0.36508 0.6592
O -2.30616 -2.42982 -0.42377 -0.5645
C -0.84942 -0.49628 -0.19728 0.0452
C 0.36000 -1.08579 -0.10062 -0.1603
C 1.65199 -0.46858 0.08994 -0.0980
C 1.81267 0.76431 0.72703 -0.1976
C 3.06083 1.34876 0.90528 -0.2531
C 4.15133 0.66684 0.41984 0.2334
C 4.01007 -0.57852 -0.20322 0.2973
C 2.78668 -1.16801 -0.36830 -0.2461
O 5.24374 -1.03974 -0.57006 -0.4848
C 6.16633 -0.05183 -0.16448 0.2348
O 5.47028 1.01008 0.45514 -0.4696
N -1.20426 0.83880 -0.19796 -0.5854
C -2.54573 0.98902 -0.38219 0.2727
S -3.32881 2.41996 -0.50764 -0.1673
H -4.85877 -2.29858 1.49331 0.2095
H -5.37654 -1.13144 2.71439 0.2137
H -3.73969 -1.06476 2.06634 0.2001
H -5.14574 0.71407 1.03539 0.2188
H -6.32273 -0.49708 0.52294 0.2084
H -4.90541 0.13248 -1.36548 0.2280
H -4.58798 -1.57194 -0.92079 0.2294
H 0.34829 -2.16154 -0.21531 0.2371
H 0.95446 1.26100 1.15032 0.2088
H 3.17450 2.29495 1.40678 0.2332
H 2.69008 -2.12726 -0.84816 0.2287
H 6.88426 -0.48658 0.54866 0.1614
H 6.71164 0.32851 -1.04272 0.1613
H -0.56498 1.61606 -0.22586 0.4361
```

Output
**SMILES string**: CCCN1C(=O)/C(=C/c2ccc3c(c2)OCO3)NC1=S
**Multiplicity**: 1

Entry 3:
The following is a DFT calculation (wB97M-V/def2-TZVPD) of the molecule C7H6F6N2 at a distorted geometry.

Geometry as XYZ:
```
21
Properties=species:S:1:pos:R:3:nbo_charge:R:1
C 1.61635 1.22854 0.18758 -0.6868
C 0.12781 1.39955 0.20095 0.2673
N -0.66905 2.34202 0.54206 -0.2513
N -1.87574 1.70796 0.11022 -0.1950
C -1.73203 1.20939 -1.48915 -0.1276
C -3.09970 0.84335 -1.95844 0.9778
F -3.91254 0.75043 -0.97045 -0.2691
F -3.46171 1.77671 -2.88369 -0.3095
F -3.08005 -0.37553 -2.55313 -0.3264
C -0.88837 2.00631 -2.45609 0.9764
F 0.44094 1.75287 -2.52094 -0.3327
F -1.23107 1.63394 -3.67551 -0.3097
F -0.91155 3.33985 -2.34067 -0.3037
C -0.98833 0.48892 -0.37235 0.0796
C -1.18971 -0.99791 -0.11202 -0.6295
H 1.92567 0.33880 -0.35098 0.2388
H 2.05217 1.12147 1.16869 0.2430
H 1.99540 2.20336 -0.13639 0.2596
H -0.49603 -1.42939 -0.74543 0.2270
H -2.22720 -1.26580 -0.46860 0.2391
H -1.03389 -1.12541 0.95979 0.2327
```

Output
**SMILES string**: CC1=NN2C(C(F)(F)F)(C(F)(F)F)[C@@]12C
**Multiplicity**: 1

These records have energy relative to the best compared isomer or geometry (same formula, charge and spin) values of 1.1674; 1.0444; 1.8294 eV, in the order they appear.
These records have gap between HOMO and LUMO values of 9.1; 7.5; 10.1 eV, in the order they appear.
These records have HOMO values of -8.220; -7.999; -10.012 eV, in the order they appear.